*A*
20
Properties=species:S:1:pos:R:3 method="wB97M-V/def2-TZVPD" smiles="[H]/N=N/C=C/CC=C.NN=S" lumo_energy_ev=-0.148 spin_multiplicity=1 charge=0
C -0.95018 0.21723 0.86172
C -1.82240 -0.44964 0.09390
C 1.33193 2.02871 -0.91025
C -0.58403 1.63923 0.64317
C 0.87313 1.69256 0.27977
N -2.95093 -2.30662 -0.37551
N 1.38120 -1.74548 -0.39235
N -2.04320 -1.78992 0.32818
N 2.08097 -0.83068 0.20969
S 3.64304 -0.76135 0.04369
H -0.43473 -0.30409 1.65800
H -2.37841 0.03070 -0.70932
H 0.68542 2.28973 -1.73209
H 2.38946 2.05195 -1.10978
H 0.37909 -1.72377 -0.25512
H -1.19670 2.07285 -0.15004
H -0.73548 2.20638 1.56691
H 1.56143 1.43546 1.07118
H -3.03981 -3.30232 -0.13040
H 1.81021 -2.45096 -0.99135



*B*
20
Properties=species:S:1:pos:R:3 method="wB97M-V/def2-TZVPD" lumo_energy_ev=0.746 spin_multiplicity=1 charge=0
C -1.50340 -1.28504 -0.18356
C -0.71576 -0.16414 0.16725
C 0.59120 0.46060 -1.85132
C 0.91933 1.67013 0.24746
C 0.49555 0.41992 -0.37456
N -2.57863 -1.28501 0.55399
N -1.33647 0.46924 1.15129
N -2.41295 -0.27519 1.35035
N 1.95015 -0.71532 0.11812
S 2.00714 -0.97392 1.75308
H -1.25315 -2.05325 -0.85201
H 0.06112 1.23433 -2.29125
H 1.55947 0.42081 -2.30415
H 0.18013 -0.35938 -2.31824
H 1.19649 1.51429 1.28000
H -0.03426 2.28994 0.21147
H 1.67263 2.05336 -0.28622
H -3.17394 -0.12603 2.10424
H 1.53803 -1.55113 -0.47217
H 0.83733 -1.74421 1.99622



Which of them is the least stable? Correct choice: *A*.



*A*
17
Properties=species:S:1:pos:R:3 method="wB97M-V/def2-TZVPD" lumo_energy_ev="-0.069 / -0.070" spin_multiplicity=1 charge=0
C 1.46947 0.08028 -0.49457
C -0.24660 -0.60088 1.03078
C -1.12029 0.51530 0.42757
C 0.49609 0.68408 -1.29346
N 1.22828 -0.43143 0.79773
N -0.77947 0.91093 -0.91305
O 2.02711 -2.62764 -0.44702
O 0.21966 -2.42034 -2.07062
S 1.58393 -2.16663 -1.73091
H 2.59764 0.05004 -0.70763
H -0.15836 -0.70836 2.10658
H -0.61764 -1.41144 0.51320
H -2.09367 0.19232 0.25271
H -0.96193 1.36560 1.11169
H 0.70665 1.00863 -2.36378
H 1.52516 -1.36064 1.01577
H -1.53694 1.09590 -1.49145



*B*
17
Properties=species:S:1:pos:R:3 method="wB97M-V/def2-TZVPD" lumo_energy_ev=0.691 spin_multiplicity=1 charge=0
C -1.47846 0.82546 0.20094
C -1.60063 0.09408 -0.94126
C -0.78180 2.08133 -0.00927
C -0.45169 1.84219 -1.47391
N -0.91172 0.76011 -1.98532
N 2.29179 -2.33875 1.39038
O 1.04899 -1.66234 -0.51170
O 0.72982 -0.47045 1.75130
S 0.75424 -1.76302 1.05650
H -1.78066 0.45982 1.15982
H -2.06257 -0.79249 -1.19073
H -1.32886 3.01265 0.20748
H 0.23483 2.20282 0.47408
H 0.47329 -0.96405 -0.90920
H 0.10757 2.56115 -2.14285
H 2.33279 -2.77539 2.20191
H 2.42307 -3.07310 0.72181



Which of them is the least stable? Correct choice: *B*.



*A*
36
Properties=species:S:1:pos:R:3 method="wB97M-V/def2-TZVPD" smiles=CCO.CCO.CCO.CCO lumo_energy_ev=0.569 spin_multiplicity=1 charge=0
C 20.19380 -6.03276 -18.59335
C 19.18987 -5.20639 -19.49869
O 19.76017 -5.28881 -20.86251
H 21.21486 -5.69886 -18.77790
H 20.16097 -7.09196 -18.84855
H 19.97870 -5.95409 -17.52769
H 19.17948 -4.18036 -19.13094
H 18.17389 -5.59979 -19.53230
H 20.35275 -4.53404 -20.89014
C 17.38816 -14.86519 -12.87013
C 15.95650 -14.62246 -12.43305
O 15.14068 -14.68258 -13.55893
H 17.31903 -15.83915 -13.35461
H 18.13373 -14.77060 -12.08064
H 17.66159 -14.11425 -13.61136
H 15.73677 -13.74897 -11.81919
H 15.55831 -15.31447 -11.69098
H 14.32296 -15.07772 -13.24778
C 24.23003 -13.71396 -17.10647
C 23.89918 -14.33697 -15.78608
O 22.66267 -14.96900 -15.98074
H 23.32623 -13.54470 -17.69178
H 24.83368 -14.36658 -17.73718
H 24.63932 -12.70888 -17.00453
H 23.71176 -13.55469 -15.05055
H 24.69720 -14.87728 -15.27684
H 22.58506 -15.65594 -15.31464
C 19.34127 -8.94749 -14.38462
C 20.11228 -10.07018 -15.03049
O 21.04567 -9.59677 -15.94693
H 18.84393 -9.22264 -13.45454
H 18.75598 -8.46214 -15.16563
H 19.98468 -8.10844 -14.11984
H 19.38568 -10.75963 -15.46039
H 20.71472 -10.59004 -14.28557
H 21.75412 -10.23051 -16.08141



*B*
36
Properties=species:S:1:pos:R:3 method="wB97M-V/def2-TZVPD" lumo_energy_ev=0.399 spin_multiplicity=1 charge=0
C -0.15594 -0.51894 3.16488
C -0.47028 0.97984 3.15728
O -1.68465 1.13167 2.48498
H 0.08856 -0.87189 2.16300
H -0.96225 -1.10994 3.59925
H 0.65039 -0.75642 3.85880
H 0.25047 1.56156 2.58260
H -0.61765 1.42644 4.14060
H -2.07885 1.83653 3.00399
C -0.73656 -0.55343 -1.13505
C -1.44852 -0.16369 0.18249
O -0.72721 0.95751 0.76070
H 0.32687 -0.51091 -0.89968
H -0.93592 0.16141 -1.93340
H -1.07241 -1.57955 -1.28471
H -1.31430 -0.80017 1.05711
H -2.51508 0.04289 0.09375
H -1.00748 1.16596 1.65490
C -0.78239 -1.75909 -2.94576
C -0.48470 -2.27969 -4.35161
O -0.45213 -3.70428 -4.35287
H -0.68394 -0.67355 -2.94225
H 0.01026 -2.14100 -2.30237
H -1.76871 -2.05414 -2.58767
H 0.46567 -1.82628 -4.63325
H -1.15268 -1.88726 -5.11835
H -0.21899 -4.02987 -5.22535
C 3.03192 2.47684 1.06892
C 1.78169 1.56737 1.00773
O 1.00455 2.14653 -0.04033
H 3.49106 2.59610 0.08756
H 3.89111 2.07734 1.60771
H 2.65755 3.43711 1.42364
H 1.25498 1.55780 1.96197
H 2.10757 0.55163 0.78375
H 0.25789 1.54541 -0.09281



Which of them is the least stable? Correct choice: *B*.



*A*
30
Properties=species:S:1:pos:R:3 method="wB97M-V/def2-TZVPD" smiles=NCCCCCN.O.O.O lumo_energy_ev=0.701 spin_multiplicity=1 charge=0
C 0.63537 -2.14570 0.52249
C 0.31687 -2.06813 -0.97005
C -0.56610 -0.86705 -1.30040
C -1.91054 -0.89569 -0.50199
C -2.75268 0.29454 -0.83834
N -2.11438 1.55939 -0.33081
N 1.27190 -0.90922 1.16521
H -0.34781 -2.48747 1.09740
H 1.31446 -2.87058 0.87709
H -0.26714 -3.01184 -1.23465
H 1.30912 -2.10712 -1.56837
H -0.89208 -0.91241 -2.37208
H 0.05820 0.04689 -1.02782
H -2.33490 -1.90326 -0.75084
H -1.79566 -0.94797 0.61439
H -2.98701 0.51568 -1.93434
H -3.80439 0.06729 -0.63969
H -2.77518 2.06213 0.32466
H -1.25467 1.47413 0.04824
H 1.67227 -1.07447 2.06170
H 0.68446 -0.10279 1.02468
H 2.57193 3.37427 0.68110
H 2.58631 1.96966 0.95110
O 2.25571 2.74880 1.35092
H 2.95696 1.01948 -1.04409
H 2.68013 0.02536 0.06981
O 3.18964 0.82190 -0.16976
H 0.83799 2.05773 1.22597
H -0.46276 2.49181 1.52418
O -0.07603 1.77463 1.14427



*B*
30
Properties=species:S:1:pos:R:3 method="wB97M-V/def2-TZVPD" smiles=CCN(C)CCN.O.O.O lumo_energy_ev=0.380 spin_multiplicity=1 charge=0
N -0.42299 -1.47523 -2.30289
C -0.56626 -1.48060 -0.82560
C 0.24600 -0.39393 0.00606
N -0.42695 -0.08643 1.25416
C -0.55612 1.35480 1.57322
C -1.64981 1.96391 0.75388
C -1.57033 -0.81322 1.73252
H 0.60007 -1.41125 -2.38386
H -0.45469 -2.46304 -2.57626
H -1.63206 -1.29345 -0.54036
H -0.33250 -2.42650 -0.24681
H 1.31782 -0.69388 0.31418
H 0.35732 0.53670 -0.62158
H 0.44560 1.84788 1.30481
H -0.64334 1.38999 2.67963
H -1.38133 1.95574 -0.35492
H -1.92519 2.95826 0.93579
H -2.62773 1.49208 0.95217
H -1.99167 -0.49267 2.67782
H -2.39458 -0.84803 0.92723
H -1.46558 -1.95464 1.98430
H -0.15705 0.83594 -3.11821
H 0.87453 0.98894 -2.19542
O 0.58881 1.41350 -3.02559
H 2.78048 -0.13260 1.43794
H 1.80912 -0.65032 2.39935
O 2.65284 -0.22517 2.32583
H 2.61310 0.77372 -1.80984
H 3.34670 -0.51719 -1.75589
O 2.56579 -0.15332 -1.50167



Which of them is the least stable? Correct choice: *B*.



*A*
18
Properties=species:S:1:pos:R:3 method="wB97M-V/def2-TZVPD" smiles=CCS.CCS lumo_energy_ev=0.788 spin_multiplicity=1 charge=0
C -2.53007 -1.06577 0.80574
C -2.85872 0.01147 -0.23542
S -1.57660 0.42690 -1.30311
H -3.31693 -1.90731 1.03265
H -1.68814 -1.66106 0.26784
H -2.35755 -0.74692 1.84190
H -3.17212 0.90935 0.31656
H -3.64776 -0.38441 -0.96996
H -2.05518 0.20539 -2.54424
C 2.47026 1.66526 0.28648
C 2.29702 0.55218 1.27512
S 1.89478 -1.04156 0.30156
H 1.61879 2.31702 0.21429
H 3.32194 2.25944 0.61674
H 2.74623 1.38237 -0.70326
H 1.25967 0.78754 1.90060
H 3.16595 0.40969 1.95844
H 2.76317 -0.71530 -0.69820



*B*
18
Properties=species:S:1:pos:R:3 method="wB97M-V/def2-TZVPD" smiles=CCS.CCS lumo_energy_ev=0.843 spin_multiplicity=1 charge=0
C -0.88193 1.62361 -0.34186
C -2.16033 2.47950 -0.44655
S -3.60303 1.47396 -0.90362
H -0.02447 2.23124 -0.08058
H -0.73148 1.05891 -1.25325
H -1.09985 0.87809 0.42600
H -2.37221 2.89389 0.53802
H -1.98529 3.26274 -1.17708
H -3.06845 0.31178 -0.51876
C 2.09279 -1.32048 1.12804
C 2.10470 -2.12582 -0.17349
S 0.47329 -2.17748 -0.97996
H 1.58347 -1.97367 1.85561
H 1.46931 -0.43099 1.07691
H 3.09705 -1.22443 1.52116
H 2.83661 -1.73429 -0.87821
H 2.44344 -3.13977 0.01728
H -0.17362 -2.08678 0.19031



*C*
18
Properties=species:S:1:pos:R:3 method="wB97M-V/def2-TZVPD" smiles=CCS.CCS lumo_energy_ev=0.795 spin_multiplicity=1 charge=0
C -1.67481 0.64872 1.34645
C -0.31699 0.83620 2.02146
S 0.34908 -0.78760 2.61638
H -2.30092 1.53827 1.39080
H -2.19113 -0.19058 1.80081
H -1.51898 0.47508 0.28244
H 0.53255 1.23346 1.47865
H -0.40506 1.40195 2.94827
H 1.38621 -0.82525 1.77891
C -0.11354 -0.34696 -2.20812
C 0.86415 -0.66328 -1.05764
S 2.48874 0.05737 -1.33388
H 0.23109 -0.97170 -3.03102
H -0.17336 0.68296 -2.55783
H -1.14903 -0.61059 -1.97211
H 0.49591 -0.15484 -0.16494
H 0.73591 -1.72782 -0.86558
H 2.76018 -0.59539 -2.47304



Which of them is the least stable? Correct choice: *A*.



*A*
8
Properties=species:S:1:pos:R:3 method="wB97M-V/def2-TZVPD" smiles=FC(F)(F)[SiH3] lumo_energy_ev=0.689 spin_multiplicity=1 charge=0
C 2.09809 -0.02909 0.06546
F 2.67114 1.21377 -0.27643
F 2.60993 -0.89168 -0.91150
F 2.70601 -0.44426 1.18700
Si 0.14387 -0.00378 -0.00739
H -0.03881 0.14128 -1.39244
H -0.55683 -1.09578 0.60289
H 0.14894 1.30400 0.54975



*B*
8
Properties=species:S:1:pos:R:3 method="wB97M-V/def2-TZVPD" lumo_energy_ev=-0.901 spin_multiplicity=1 charge=0
C 1.31354 0.05673 0.20620
F 2.14684 0.01290 1.26633
F 1.69298 1.12583 -0.51683
F 1.65396 -1.06472 -0.54064
Si -1.50283 0.01687 -0.10019
H -1.59960 -1.04118 -0.99489
H -1.95434 -0.45788 1.12285
H -1.75055 1.35145 -0.44284



Which of them is the least stable? Correct choice: *B*.